ORCA calculation (ωB97M-V/def2-TZVPD) on 2 unconnected molecules or ions with the total composition C9H13N2O2S in a non-equilibrium geometry.

Positions of all 27 atoms, in Å:
C -1.788 -0.626 1.018
C -1.872 1.029 -0.771
C -2.407 0.510 0.418
C -0.610 -1.130 0.527
C -0.535 0.622 -1.181
C 0.017 -0.502 -0.516
C -3.737 1.049 1.019
C -0.073 -2.445 1.134
C 0.180 1.421 -2.191
N 4.847 0.860 0.381
N 2.550 -1.543 0.092
O 3.727 -1.722 -0.152
O 3.961 1.215 1.355
S 1.611 -0.853 -1.196
H -2.155 -1.007 2.045
H -2.265 1.816 -1.417
H -3.822 0.838 2.052
H -3.816 2.113 0.854
H -4.580 0.513 0.385
H -0.850 -3.181 1.388
H 0.582 -2.977 0.432
H 0.512 -2.237 2.006
H -0.435 2.180 -2.528
H 1.135 1.952 -1.872
H 0.351 0.775 -3.127
H 4.715 1.501 -0.478
H 4.759 -0.171 0.323

E_tot   -1008.75404 Ha
Relative energy (zero: lowest compared OMol25 entry of this formula, charge and spin)   0.0 kcal/mol
HOMO (spin up / spin down)   -2.9633 / -1.6073 eV
Total charge   -1
E_LUMO (spin up / spin down)   3.233 / 3.235 eV